No. 1
{
  "formula": "C3H15O4S",
  "method": "the ωB97M-V functional and the def2-TZVPD basis",
  "elements": ["C", "C", "C", "S", "H", "H", "H", "H", "H", "H", "H", "H", "H", "O", "H", "H", "O", "H", "H", "O", "H", "H", "O"],
  "xyz": [[2.3439, 2.2712, -2.3888], [0.9721, 1.4926, -2.1647], [0.7328, 1.0851, -0.7362], [-1.1042, 1.0014, -0.4743], [2.3213, 3.1419, -1.6456], [2.5094, 2.3530, -3.4750], [3.0235, 1.5754, -1.8581], [0.2771, 2.2627, -2.5904], [0.8327, 0.5296, -2.7159], [1.0118, 1.9928, 0.0464], [1.3822, 0.2807, -0.4210], [-1.2545, -1.1723, 0.8161], [-2.6086, -0.6740, 1.4729], [-1.8860, -1.3230, 1.5851], [1.0281, -2.7089, -1.3149], [0.8789, -1.5551, -0.3144], [0.5529, -2.3994, -0.5677], [-0.4841, 0.7523, 3.2304], [-1.9608, 0.6704, 3.7749], [-1.1003, 0.8827, 3.9665], [-1.8494, -2.9649, 1.9768], [-3.0648, -3.7824, 1.5019], [-2.5540, -3.7119, 2.2961]],
  "atomic_forces_ev_per_a": [[-0.8887, -2.0624, 2.2808], [0.6276, 1.2655, -1.2123], [-1.1278, 4.0668, 2.2184], [0.4820, -0.8390, 0.1713], [-0.0216, -0.5631, -1.8542], [0.4088, 0.6460, 0.7317], [0.6596, 0.4166, -0.8743], [-0.3115, -1.2103, 0.8692], [0.4547, 0.9210, -0.2822], [-0.1123, -1.9983, -2.0065], [0.0321, -0.5928, -0.0456], [-1.3092, 0.6204, 0.8685], [0.8777, -0.4281, -0.2844], [0.8502, 0.3459, -0.8797], [0.6944, -0.0911, -0.9461], [0.4030, 1.2056, -0.0077], [-1.1805, -1.1660, 0.9580], [-1.0418, -0.1645, -0.1085], [-2.7391, -1.0054, -1.4337], [3.7793, 1.1837, 1.5093], [-2.6806, -1.9534, 1.2660], [-0.5473, -0.1339, -0.6445], [2.6908, 1.5367, -0.2935]],
  "relative_energy_kj_mol": 254.6,
  "charge": -1,
  "e_homo_ev": -3.14,
  "total_energy_ha": -822.4306,
  "homo_lumo_gap_ev": 6.5167,
  "lumo_ev": 3.376
}

***

No. 2
{
  "formula": "C4H6N2",
  "method": "the ωB97M-V functional and the def2-TZVPD basis",
  "elements": ["C", "C", "C", "C", "N", "N", "H", "H", "H", "H", "H", "H"],
  "xyz": [[0.1402, -1.0778, -0.5637], [-0.0478, 0.2879, -0.8652], [-0.6386, -0.5654, 0.8358], [-0.7448, 0.7906, 0.3715], [1.5024, -0.8974, -0.8559], [1.2641, 0.4320, -1.1987], [-1.5609, -1.1435, 0.9685], [-0.0142, -0.6131, 1.6161], [-0.0217, 1.4249, 0.8168], [-1.7177, 1.3559, 0.0597], [2.0246, -1.5613, -1.4119], [1.7141, 0.9007, -2.0031]],
  "atomic_forces_ev_per_a": [[-2.2003, 1.5181, 1.1555], [-0.4233, -1.3114, -1.0308], [-2.1875, -3.1610, -1.7697], [-2.3873, 3.2421, -3.0117], [0.7571, -0.9503, 0.5559], [2.6259, 1.5023, -1.4466], [0.3937, 0.1341, 0.1503], [2.1994, -0.6372, 3.0534], [0.1853, 0.9624, 0.7757], [1.4734, -1.1676, 1.3625], [0.0523, 0.2736, -0.4257], [-0.4888, -0.4050, 0.6311]],
  "relative_energy_kj_mol": 618.0,
  "charge": 0,
  "e_homo_ev": -8.28,
  "total_energy_ha": -265.3002,
  "homo_lumo_gap_ev": 9.3528,
  "lumo_ev": 1.070
}

***

No. 3
{
  "formula": "C2H4N2S2",
  "method": "the ωB97M-V functional and the def2-TZVPD basis",
  "elements": ["C", "C", "H", "H", "H", "H", "N", "N", "S", "S"],
  "xyz": [[1.5460, -0.1685, -0.0705], [-2.1732, -0.5101, -0.2605], [0.3450, 1.4994, 0.5285], [2.0757, 1.7369, 0.1032], [-2.8551, -1.5346, -0.1909], [-2.8429, 0.3083, -0.1629], [1.3386, 1.1238, 0.1179], [-0.9055, -0.1745, -0.1277], [3.1601, -0.8669, -0.1539], [0.3113, -1.4138, 0.2168]],
  "atomic_forces_ev_per_a": [[3.4779, -2.0675, 1.3915], [1.0076, -1.4297, 1.4104], [3.2914, -1.4999, -1.7558], [2.1620, 1.4122, -0.0751], [2.6690, 1.9747, -0.2946], [-0.4755, 0.9823, -0.6567], [-5.6771, -0.4217, 1.2577], [-3.6672, -2.7872, 0.3657], [-2.3885, 1.1217, -0.2708], [-0.3995, 2.7151, -1.3723]],
  "relative_energy_kj_mol": 275.4,
  "smiles": "C=NSC(N)=S",
  "charge": 0,
  "e_homo_ev": -8.21,
  "total_energy_ha": -984.4100,
  "homo_lumo_gap_ev": 8.3519,
  "lumo_ev": 0.143
}

***

What is the charge in the first record? -1